(1)
Computed, not measured: a cluster of 9 separate species, C33H59FO27 in total, with ωB97M-V/def2-TZVPD.

## Properties
SMILES string: O=C1OC[C@@H](F)O1.CCOC(=O)OC.CCOC(=O)OC.CCOC(=O)OC.CCOC(=O)OC.CCOC(=O)OC.CCOC(=O)OC.O=C1OCCO1.O=C1OCCO1

ORCA input file:
```
! RIJCOSX wB97M-V def2-TZVPD def2/J DEFGRID3
* xyz 0 1
O 14.70 -13.81 4.14
C 14.91 -12.83 3.49
O 13.94 -11.96 2.95
C 14.50 -11.28 1.76
C 15.95 -11.34 2.21
F 16.30 -10.20 2.88
O 16.15 -12.43 3.10
H 14.38 -11.77 0.80
H 14.20 -10.23 1.67
H 16.46 -11.33 1.25
C 21.81 -2.79 -4.26
C 21.29 -2.34 -2.88
O 20.21 -3.13 -2.52
C 19.68 -3.00 -1.31
O 19.91 -2.15 -0.44
O 18.69 -3.97 -1.30
C 18.06 -4.39 -0.09
H 21.09 -2.60 -5.06
H 22.07 -3.85 -4.32
H 22.75 -2.34 -4.57
H 21.16 -1.26 -2.81
H 22.15 -2.48 -2.21
H 17.67 -5.39 -0.29
H 17.15 -3.80 0.04
H 18.71 -4.47 0.79
C 15.63 -18.18 11.15
C 16.88 -19.07 11.02
O 16.81 -20.28 11.68
C 17.11 -20.32 12.99
O 17.31 -19.39 13.74
O 17.11 -21.68 13.37
C 17.30 -22.14 14.73
H 14.85 -18.88 11.44
H 15.41 -17.71 10.19
H 15.77 -17.51 12.00
H 17.81 -18.64 11.37
H 17.13 -19.26 9.97
H 16.77 -21.40 15.33
H 18.31 -22.06 15.16
H 16.86 -23.12 14.89
C 21.11 -16.28 5.48
C 22.17 -15.72 6.43
O 21.98 -16.23 7.71
C 22.87 -15.98 8.79
O 23.73 -15.11 8.79
O 22.54 -16.74 9.80
C 23.29 -16.59 10.96
H 20.17 -16.13 6.00
H 21.32 -17.33 5.25
H 21.15 -15.93 4.45
H 22.28 -14.64 6.29
H 23.14 -16.05 6.07
H 23.02 -17.51 11.48
H 22.90 -15.75 11.53
H 24.36 -16.46 10.77
C 21.79 -9.87 13.07
C 21.73 -8.67 12.15
O 22.28 -9.09 10.91
C 21.60 -9.70 9.86
O 22.09 -10.40 8.98
O 20.30 -9.19 9.91
C 19.16 -9.70 9.18
H 20.98 -9.92 13.80
H 22.65 -9.98 13.74
H 21.58 -10.84 12.61
H 22.32 -7.83 12.51
H 20.73 -8.33 11.90
H 19.24 -9.71 8.09
H 18.29 -9.11 9.47
H 19.19 -10.77 9.36
C 18.32 -8.86 -5.61
C 16.88 -8.48 -5.23
O 16.01 -9.40 -4.58
C 15.34 -10.33 -5.24
O 15.40 -10.46 -6.46
O 14.46 -10.84 -4.43
C 13.84 -12.07 -4.70
H 18.43 -9.28 -6.62
H 18.63 -9.46 -4.75
H 18.86 -7.92 -5.48
H 16.37 -7.99 -6.05
H 17.02 -7.66 -4.52
H 14.46 -12.90 -5.04
H 12.94 -12.02 -5.32
H 13.41 -12.31 -3.73
C 16.68 -21.43 2.37
C 15.57 -20.67 1.64
O 15.45 -21.08 0.29
C 14.69 -22.05 -0.18
O 13.96 -22.78 0.48
O 14.88 -22.28 -1.55
C 14.51 -23.40 -2.25
H 17.59 -21.46 1.76
H 16.42 -22.47 2.60
H 16.89 -20.83 3.25
H 15.72 -19.60 1.54
H 14.60 -20.78 2.13
H 13.75 -23.21 -3.00
H 14.08 -24.08 -1.52
H 15.35 -23.86 -2.77
O 16.89 -15.82 -2.59
C 17.67 -16.00 -3.56
O 18.56 -15.17 -3.92
C 19.13 -15.38 -5.18
C 18.66 -16.81 -5.46
O 17.67 -17.06 -4.49
H 18.88 -14.80 -6.07
H 20.22 -15.40 -5.22
H 19.49 -17.50 -5.33
H 18.27 -16.81 -6.48
O 8.44 -11.13 1.97
C 8.06 -9.97 2.14
O 8.12 -9.35 3.25
C 7.28 -8.11 3.25
C 7.30 -7.83 1.71
O 7.61 -9.12 1.17
H 6.28 -8.46 3.53
H 7.65 -7.37 3.96
H 8.05 -7.04 1.58
H 6.32 -7.41 1.51
*
```

(2)
Computed, not measured: an isolated molecule of C5H11N3, with ωB97M-V/def2-TZVPD.

## Properties
SMILES string: N[C@@H]1[C@@H]2N[C@H]2C[C@H]1N

ORCA input file:
```
! RIJCOSX wB97M-V def2-TZVPD def2/J DEFGRID3
* xyz 0 1
N -1.82 -1.26 -0.19
C -1.03 0.00 0.02
C -0.15 0.27 -1.34
N 0.50 -0.36 -2.45
C 0.97 -0.73 -1.06
C 1.43 -0.01 0.23
C 0.05 0.00 1.20
N -0.02 1.31 1.88
H -2.17 -1.69 0.70
H -2.46 -1.36 -0.99
H -1.74 0.84 0.25
H 0.09 1.33 -1.27
H 1.08 0.29 -2.91
H 0.66 -1.74 -0.93
H 1.72 1.02 0.17
H 2.27 -0.48 0.77
H -0.13 -0.88 1.80
H 0.44 1.35 2.84
H 0.30 2.08 1.29
*
```

(3)
Computed, not measured: a cluster of 2 separate species, C5H13N3 in total, with ωB97M-V/def2-TZVPD.

ORCA input file:
```
! RIJCOSX wB97M-V def2-TZVPD def2/J DEFGRID3
* xyz 0 1
C 0.76 0.86 -0.40
C -0.96 -0.33 -0.22
C -1.80 0.03 -1.44
C -1.60 0.13 1.08
N 0.65 2.20 0.01
N 2.63 -1.94 0.57
C 1.65 -1.01 0.61
N 1.83 0.16 0.09
H 0.60 0.72 -1.47
H -0.88 -1.42 -0.23
H 0.88 2.89 -0.68
H 0.94 2.38 0.96
H 3.57 -1.63 0.38
H 2.52 -2.79 1.10
H 0.58 -1.35 0.70
H -2.82 -0.38 -1.38
H -1.36 -0.37 -2.36
H -1.89 1.11 -1.55
H -2.58 -0.33 1.25
H -1.76 1.21 1.06
H -0.98 -0.12 1.94
*
```

(4)
Computed, not measured: a cluster of 2 separate species, C24H45ClN6O2P in total, with ωB97M-V/def2-TZVPD.

ORCA input file:
```
! RIJCOSX wB97M-V def2-TZVPD def2/J DEFGRID3
* xyz 1 1
C 5.01 1.35 3.18
C 5.93 0.47 2.11
C 6.05 1.19 0.62
C 4.60 0.97 -0.12
C 4.54 -0.28 -1.18
C 3.84 -1.66 -0.54
C 2.23 -1.74 -0.80
C 1.38 -2.71 0.21
C 1.86 -2.72 1.77
C 1.86 -1.27 2.52
C 0.41 -0.69 3.01
N -0.77 -0.92 2.15
C -1.56 -0.17 1.11
N -1.33 1.12 0.72
C -2.31 1.64 -0.36
Cl -4.09 1.69 0.25
C -2.16 0.80 -1.80
C -1.90 1.78 -3.09
P -0.13 2.27 1.31
N 1.40 1.74 1.16
O -0.11 3.83 0.48
O -0.60 2.67 2.96
N -2.63 -1.18 0.66
C -2.59 -2.50 1.38
N -1.39 -2.18 2.30
N -1.14 -3.25 3.13
C -1.77 -3.12 4.50
C -3.39 -3.36 4.56
H 5.07 2.51 3.01
H 5.33 1.04 4.26
H 3.89 1.01 2.98
H 6.99 0.27 2.60
H 5.41 -0.57 2.01
H 6.95 0.76 0.00
H 6.31 2.33 0.83
H 4.29 1.99 -0.64
H 3.81 0.77 0.72
H 3.83 0.06 -2.07
H 5.58 -0.52 -1.67
H 4.36 -2.58 -1.09
H 4.17 -1.66 0.58
H 1.74 -0.65 -0.86
H 2.09 -2.19 -1.89
H 0.23 -2.47 0.05
H 1.52 -3.83 -0.19
H 1.34 -3.60 2.39
H 3.01 -3.07 1.75
H 2.50 -0.54 1.87
H 2.49 -1.42 3.53
H 0.63 0.44 3.33
H 0.21 -1.21 4.07
H -2.11 2.75 -0.67
H -1.32 -0.02 -1.67
H -3.21 0.25 -1.93
H -2.69 2.63 -3.23
H -0.79 2.16 -3.08
H -2.00 1.09 -4.06
H 1.27 0.80 0.69
H 0.63 3.78 -0.21
H -1.30 3.42 2.96
H -3.23 -3.48 1.31
H -1.61 -4.09 2.68
H -1.57 -2.06 5.01
H -1.28 -3.91 5.24
H -3.86 -3.71 3.55
H -3.93 -2.34 4.84
H -3.68 -4.13 5.39
C -5.09 0.94 -5.59
C -5.34 2.09 -4.83
C -5.43 3.33 -5.45
C -5.29 3.43 -6.84
C -5.05 2.28 -7.60
C -4.95 1.04 -6.97
H -5.02 -0.03 -5.10
H -5.45 2.01 -3.75
H -5.62 4.22 -4.86
H -5.37 4.40 -7.32
H -4.95 2.36 -8.67
H -4.76 0.15 -7.56
*
```

(5)
Computed, not measured: a structure of composition C19H42O17Tl, with ωB97M-V/def2-TZVPD.

ORCA input file:
```
! RIJCOSX wB97M-V def2-TZVPD def2/J DEFGRID3
* xyz 1 1
Tl 2.25 -4.48 -1.23
C -0.87 -0.56 -0.42
C 0.18 -1.54 -0.39
C 1.48 -1.16 0.28
O 2.41 -1.95 0.23
C 1.66 0.20 0.80
C 0.63 1.14 0.67
C -0.70 0.73 0.09
O -1.74 1.38 0.20
O 0.86 2.28 1.05
O 0.12 -2.68 -0.81
H -1.84 -0.93 -0.73
H 2.62 0.45 1.24
C -3.83 -0.24 -2.56
O -5.04 -1.05 -2.54
H -3.92 0.24 -1.58
H -3.05 -1.01 -2.55
H -3.79 0.44 -3.40
H -4.84 -1.93 -2.22
C -4.80 0.63 1.98
C -5.56 0.30 0.70
O -5.80 1.31 -0.26
O -5.04 1.95 2.42
H -3.73 0.47 1.86
H -5.14 -0.14 2.68
H -6.53 -0.11 0.99
H -4.99 -0.50 0.20
H -6.53 1.01 -0.80
H -5.91 2.01 2.84
C -2.50 -5.08 -3.23
C -1.18 -4.33 -3.47
O -0.03 -5.05 -3.08
O -2.75 -5.25 -1.82
H -2.48 -6.08 -3.67
H -3.27 -4.51 -3.74
H -1.19 -3.40 -2.89
H -1.27 -4.04 -4.52
H 0.14 -5.78 -3.69
H -1.86 -5.24 -1.45
C 4.22 2.03 -1.51
C 5.34 2.93 -1.09
O 5.26 3.17 0.30
O 4.37 0.66 -1.06
H 4.26 1.88 -2.59
H 3.23 2.38 -1.20
H 5.15 3.87 -1.63
H 6.32 2.58 -1.45
H 6.05 3.63 0.60
H 3.80 0.47 -0.32
C 3.48 -2.49 4.05
C 4.71 -2.79 3.20
O 4.70 -2.14 1.91
O 2.47 -3.48 3.91
H 3.01 -1.54 3.77
H 3.86 -2.30 5.06
H 4.94 -3.85 3.08
H 5.61 -2.35 3.63
H 3.78 -1.94 1.68
H 2.41 -3.95 4.75
C 4.43 1.33 4.12
C 4.16 2.44 3.14
O 3.29 3.43 3.68
O 5.40 1.73 5.09
H 4.84 0.43 3.63
H 3.52 0.94 4.59
H 3.76 2.06 2.21
H 5.07 2.98 2.87
H 3.69 3.77 4.48
H 5.39 1.06 5.78
C -3.55 3.58 -3.41
C -5.06 3.53 -3.40
O -5.61 4.21 -2.30
O -3.00 2.84 -2.28
H -3.21 4.61 -3.35
H -3.14 3.03 -4.27
H -5.44 2.51 -3.43
H -5.33 4.05 -4.33
H -5.87 5.11 -2.49
H -2.46 2.13 -2.62
*
```

(6)
Computed, not measured: an isolated molecule of C4H6N2, with ωB97M-V/def2-TZVPD.

## Properties
SMILES string: C[C@@]1(C#N)CN1

ORCA input file:
```
! RIJCOSX wB97M-V def2-TZVPD def2/J DEFGRID3
* xyz 0 1
C -0.36 1.36 -0.45
C 0.00 -0.04 0.07
C -1.22 -0.44 0.78
N -2.26 -0.54 1.27
C 0.85 -1.15 -0.47
N 1.29 -0.36 0.67
H -1.28 1.27 -1.04
H 0.38 1.91 -1.04
H -0.61 1.96 0.43
H 0.50 -2.17 -0.28
H 1.44 -1.05 -1.37
H 1.20 -0.87 1.54
*
```

no.,orbital gap (eV),HOMO energy (eV),LUMO level (eV)
1,10.5601,-10.41,0.15
2,9.0068,-7.98,1.03
3,8.3597,-7.36,1.00
4,7.0642,-11.01,-3.95
5,3.4077,-11.38,-7.98
6,11.1744,-10.32,0.85